34
Properties=species:S:1:pos:R:3 method="wB97M-V/def2-TZVPD" smiles="NC(N)=O.NC(N)=O.CO.CO.CO" de_lowest_kcal_mol=0.0 e_lumo_ev=0.4 orbital_gap_ev=9.78
N -3.23 0.14 0.43
C -3.77 1.40 0.46
N -2.83 2.39 0.41
O -4.97 1.61 0.49
H -3.76 -0.70 0.46
H -2.23 0.05 0.28
H -1.85 2.16 0.32
H -3.11 3.35 0.51
N 2.14 -2.86 0.18
C 3.42 -2.58 0.59
N 4.39 -2.75 -0.37
O 3.68 -2.17 1.71
H 1.99 -3.14 -0.77
H 1.43 -2.77 0.89
H 4.22 -3.04 -1.31
H 5.35 -2.68 -0.09
C -1.80 -2.54 2.08
O -0.52 -2.95 1.59
H -2.52 -2.49 1.27
H -2.14 -3.20 2.87
H -1.66 -1.54 2.48
H -0.56 -3.90 1.43
C 0.80 1.04 0.58
O -0.17 1.43 -0.40
H 0.33 0.36 1.29
H 1.65 0.58 0.08
H 1.16 1.92 1.14
H 0.16 2.24 -0.83
C 0.59 3.25 -3.24
O 0.77 3.60 -1.87
H -0.44 2.93 -3.40
H 0.77 4.10 -3.91
H 1.27 2.45 -3.53
H 1.43 4.29 -1.80


84
Properties=species:S:1:pos:R:3 method="wB97M-V/def2-TZVPD" charge=-1 e_lumo_ev="2.2 / 0.8" spin_multiplicity=5 orbital_gap_ev="6.51 / 5.89"
Rh 0.05 0.91 -0.18
C -3.73 0.01 -1.12
C -2.61 -0.90 -1.65
C -2.03 -0.18 -2.87
C -3.27 -2.20 -2.12
Si -1.26 -1.17 -0.28
C -0.01 -2.58 -0.79
C 1.29 -2.39 0.00
C -0.52 -4.01 -0.57
C 0.40 -2.45 -2.27
C -2.10 -1.61 1.42
C -3.06 -2.81 1.38
C -1.00 -1.92 2.43
C -2.89 -0.42 1.99
H -4.38 0.29 -1.95
H -3.34 0.93 -0.68
H -4.35 -0.50 -0.38
H -2.83 0.03 -3.59
H -1.27 -0.75 -3.40
H -1.58 0.78 -2.61
H -4.02 -1.97 -2.88
H -3.77 -2.73 -1.31
H -2.56 -2.89 -2.58
H 1.16 -2.53 1.08
H 1.69 -1.38 -0.15
H 2.04 -3.10 -0.34
H -0.67 -4.24 0.48
H 0.22 -4.72 -0.96
H -1.45 -4.19 -1.10
H 0.78 -1.46 -2.50
H -0.42 -2.67 -2.95
H 1.20 -3.16 -2.48
H -2.59 -3.73 1.05
H -3.92 -2.61 0.73
H -3.46 -2.98 2.39
H -0.44 -2.83 2.20
H -1.44 -2.07 3.43
H -0.30 -1.09 2.50
H -3.86 -0.30 1.52
H -2.35 0.52 1.90
H -3.07 -0.59 3.06
C -0.56 0.54 5.43
Si 0.84 1.27 4.41
C 2.13 -0.05 4.09
C 1.65 2.64 5.41
Se -0.02 2.14 2.51
H -0.23 0.32 6.45
H -0.92 -0.38 4.98
H -1.40 1.23 5.48
H 2.54 -0.43 5.03
H 2.96 0.36 3.50
H 1.72 -0.89 3.53
H 1.98 2.28 6.38
H 0.96 3.47 5.55
H 2.52 3.03 4.87
Te 2.36 1.94 0.77
C 4.15 0.90 0.33
C 4.39 -0.45 0.20
C 5.74 -0.75 -0.12
C 6.51 0.37 -0.22
S 5.60 1.78 0.08
H 3.62 -1.19 0.34
H 6.11 -1.75 -0.27
H 7.56 0.42 -0.45
N 2.75 0.11 -3.24
C 1.62 0.87 -3.36
O 1.07 1.30 -2.32
C 1.12 1.13 -4.67
C 0.02 1.98 -4.83
N -0.88 2.70 -4.96
C 1.80 0.63 -5.80
N 2.41 0.17 -6.67
H 3.19 0.10 -2.34
H 3.30 -0.11 -4.05
C -1.85 4.50 -2.31
S -0.57 3.73 -1.34
C -0.26 5.09 -0.22
O -1.31 2.71 -0.48
H -2.61 4.92 -1.65
H -2.27 3.73 -2.95
H -1.40 5.26 -2.95
H -0.04 5.98 -0.80
H 0.59 4.83 0.41
H -1.15 5.23 0.39